Entry 1:
A molecular structure, C28H43CdN5OS3 in a non-equilibrium geometry, computed with ωB97M-V/def2-TZVPD.

The orbital gap comes out at 8.354 eV. The net charge is 0. The multiplicity is 1. The calculation puts the LUMO energy at 0.0127 hartree. The calculation puts the relative energy (zero: lowest compared OMol25 entry of this formula, charge and spin) at 22.76 kcal/mol.

Cartesian coordinates (Å):
Cd: 10.713 12.100 10.348
O: 9.344 15.887 8.467
C: 9.577 14.888 9.178
N: 9.893 13.636 8.805
C: 10.251 13.476 7.441
C: 11.767 13.185 7.486
C: 12.668 13.969 6.741
C: 14.020 13.586 6.718
C: 14.425 12.368 7.300
C: 13.449 11.683 8.033
N: 12.198 12.089 8.159
C: 9.355 15.021 10.635
C: 8.742 16.183 11.096
C: 8.631 16.446 12.454
C: 9.034 15.493 13.347
C: 9.610 14.308 12.835
N: 9.780 14.077 11.545
H: 10.065 14.374 6.904
H: 9.734 12.677 6.956
H: 12.350 14.805 6.161
H: 14.724 14.252 6.152
H: 15.372 11.886 7.150
H: 13.674 10.740 8.582
H: 8.344 16.908 10.372
H: 8.339 17.438 12.817
H: 8.952 15.555 14.429
H: 9.988 13.531 13.513
N: 10.527 9.490 11.328
C: 9.516 9.135 12.282
C: 8.631 10.357 12.657
C: 7.317 10.564 11.828
C: 7.532 11.461 10.579
N: 8.564 11.069 9.647
H: 10.687 8.802 10.602
H: 11.378 9.750 11.822
H: 9.937 8.711 13.245
H: 8.855 8.327 11.930
H: 9.176 11.315 12.603
H: 8.304 10.212 13.711
H: 6.520 11.015 12.457
H: 6.939 9.567 11.563
H: 7.778 12.467 10.910
H: 6.547 11.519 10.073
H: 8.415 11.469 8.719
H: 8.619 10.037 9.622
C: 8.350 5.946 7.287
C: 8.950 7.046 6.403
S: 9.912 8.301 7.278
C: 11.702 8.117 6.758
C: 12.335 6.782 7.014
S: 12.834 6.621 8.783
C: 11.797 5.228 9.265
C: 10.272 5.412 9.237
S: 9.546 4.656 7.764
H: 7.526 5.488 6.743
H: 7.916 6.374 8.209
H: 8.158 7.645 5.937
H: 9.551 6.608 5.591
H: 12.223 8.833 7.416
H: 11.679 8.409 5.736
H: 13.271 6.702 6.421
H: 11.659 5.961 6.769
H: 12.131 4.893 10.234
H: 12.074 4.469 8.530
H: 9.980 6.457 9.342
H: 9.855 4.873 10.094
C: 14.784 11.926 14.247
C: 14.356 10.791 13.282
C: 13.886 9.504 14.046
C: 15.495 10.509 12.224
C: 13.241 11.300 12.502
C: 12.346 11.720 11.758
H: 15.746 11.743 14.696
H: 14.079 12.138 15.011
H: 14.858 12.809 13.582
H: 14.662 8.989 14.633
H: 13.416 8.787 13.355
H: 13.059 9.808 14.733
H: 16.500 10.467 12.679
H: 15.489 11.366 11.525
H: 15.237 9.608 11.622


Entry 2:
A molecular structure, C3H6S2 in a non-equilibrium geometry, computed with ωB97M-V/def2-TZVPD.

The orbital gap comes out at 8.846 eV. The net charge is 0. The multiplicity is 1. The calculation puts the LUMO energy at 0.0042 hartree. The calculation puts the relative energy (zero: lowest compared OMol25 entry of this formula, charge and spin) at 92.21 kcal/mol.

Cartesian coordinates (Å):
C: 0.643 0.506 0.873
C: -0.404 0.407 -0.132
C: -0.519 -0.452 -1.315
H: 0.057 -1.360 2.374
H: 0.380 1.385 1.514
H: 1.756 0.891 0.460
H: -1.526 0.587 0.239
H: -1.567 -0.635 -1.710
H: 0.142 -1.549 -1.804
S: 1.321 -1.191 1.500
S: -0.284 1.411 -2.000


Entry 3:
A single C17H30N4O2 molecule, computed with ωB97M-V/def2-TZVPD.

As for the SMILES: CO[C@H](CNC(=O)N(C)Cc1cn2c(n1)CCCC2)C(C)(C)C. The orbital gap comes out at 9.286 eV. The net charge is 0. The multiplicity is 1. The calculation puts the LUMO energy at 0.0244 hartree. The calculation puts the relative energy (zero: lowest compared OMol25 entry of this formula, charge and spin) at 13.67 kcal/mol.

Cartesian coordinates (Å):
C: -2.006 -1.866 -0.159
O: -0.608 -1.671 -0.234
C: -0.163 -0.405 0.272
C: 0.403 0.375 -0.911
N: -0.598 0.551 -1.950
C: -1.625 1.434 -1.696
O: -1.556 2.246 -0.781
N: -2.701 1.342 -2.540
C: -3.882 2.142 -2.276
C: -2.684 0.527 -3.742
C: -3.150 -0.874 -3.505
C: -2.435 -2.030 -3.627
N: -3.265 -3.031 -3.179
C: -4.431 -2.444 -2.811
N: -4.400 -1.143 -2.990
C: -5.559 -3.245 -2.252
C: -5.401 -4.730 -2.571
C: -3.973 -5.181 -2.270
C: -2.985 -4.460 -3.175
C: 0.812 -0.618 1.445
C: 0.080 -1.399 2.540
C: 1.235 0.742 2.006
C: 2.042 -1.412 1.001
H: -2.206 -2.863 -0.552
H: -2.363 -1.815 0.875
H: -2.556 -1.134 -0.760
H: -1.027 0.154 0.648
H: 0.756 1.355 -0.599
H: 1.236 -0.178 -1.347
H: -0.810 -0.277 -2.478
H: -3.716 2.690 -1.354
H: -4.056 2.854 -3.088
H: -4.757 1.497 -2.180
H: -3.348 1.015 -4.460
H: -1.688 0.524 -4.188
H: -1.436 -2.233 -3.977
H: -5.582 -3.103 -1.166
H: -6.495 -2.844 -2.640
H: -6.115 -5.315 -1.991
H: -5.622 -4.910 -3.628
H: -3.735 -4.970 -1.223
H: -3.860 -6.256 -2.418
H: -3.060 -4.845 -4.196
H: -1.959 -4.609 -2.835
H: -0.226 -2.381 2.180
H: 0.736 -1.539 3.403
H: -0.807 -0.858 2.878
H: 1.859 1.298 1.306
H: 0.365 1.357 2.245
H: 1.813 0.598 2.921
H: 2.651 -0.851 0.290
H: 2.671 -1.635 1.867
H: 1.747 -2.355 0.539


Entry 4:
A molecular structure, C35H41As2N6O3STm in a non-equilibrium geometry, computed with ωB97M-V/def2-TZVPD.

The orbital gap (alpha / beta) comes out at 7.158 / 7.164 eV. The net charge is 0. The multiplicity is 3. The calculation puts the LUMO energy (alpha / beta) at -0.0059 / -0.0057 hartree.

Cartesian coordinates (Å):
Tm: 0.273 0.175 -0.469
C: 1.531 1.384 -4.768
O: 1.735 -0.014 -5.104
C: 2.568 -0.627 -4.220
C: 3.401 -1.530 -4.866
C: 4.144 -2.438 -4.174
C: 4.210 -2.402 -2.768
C: 3.478 -1.416 -2.084
C: 3.349 -1.717 -0.653
N: 2.340 -1.323 0.091
N: 2.337 -1.915 1.343
C: 1.191 -1.765 1.923
O: 0.131 -1.268 1.386
C: 1.122 -2.232 3.363
C: 2.153 -2.974 3.916
C: 2.121 -3.390 5.264
C: 1.062 -2.945 6.084
C: 0.074 -2.135 5.550
C: 0.056 -1.822 4.189
C: 2.686 -0.487 -2.828
O: 1.827 0.455 -2.269
H: 0.917 1.498 -3.919
H: 1.108 1.818 -5.691
H: 2.562 1.805 -4.513
H: 3.245 -1.655 -5.934
H: 4.613 -3.225 -4.729
H: 4.801 -3.098 -2.164
H: 4.232 -2.249 -0.267
H: 3.041 -3.316 3.327
H: 2.940 -4.000 5.591
H: 1.000 -3.299 7.146
H: -0.653 -1.759 6.232
H: -0.737 -1.284 3.720
C: -1.245 4.553 -3.817
C: -1.758 4.272 -2.353
N: -0.899 3.537 -1.462
C: -0.833 2.157 -1.549
S: 2.724 1.683 -1.352
N: -1.704 1.580 -2.406
N: -1.313 0.242 -2.293
C: -1.510 -0.591 -3.212
C: -2.261 -0.292 -4.494
C: -0.873 -1.942 -2.891
C: -1.188 -3.039 -3.649
C: -0.863 -4.316 -3.198
C: -0.348 -4.340 -1.910
C: 0.149 -3.158 -1.348
N: -0.074 -1.942 -1.783
H: -2.106 5.010 -4.268
H: -0.990 3.618 -4.384
H: -0.434 5.272 -3.981
H: -2.648 3.655 -2.529
H: -2.113 5.132 -1.853
H: -0.010 3.892 -1.104
H: -3.393 -0.261 -4.295
H: -2.062 -0.988 -5.343
H: -2.050 0.756 -4.762
H: -1.690 -2.921 -4.596
H: -1.005 -5.170 -3.838
H: -0.096 -5.270 -1.402
H: 0.749 -3.220 -0.417
C: -3.685 1.495 0.669
As: -2.202 0.356 1.329
C: -3.036 -1.467 1.497
C: -2.070 1.076 3.254
C: -3.151 0.915 4.163
C: -3.051 1.408 5.472
C: -1.858 2.127 5.800
C: -0.863 2.276 4.894
C: -0.953 1.724 3.562
As: 0.473 1.819 2.259
C: 2.169 1.678 3.238
C: 0.610 3.724 2.112
H: -3.952 1.228 -0.321
H: -3.226 2.424 0.529
H: -4.580 1.521 1.313
H: -3.652 -1.532 2.430
H: -2.132 -2.112 1.490
H: -3.711 -1.621 0.631
H: -3.946 0.261 3.857
H: -3.919 1.271 6.155
H: -1.729 2.448 6.840
H: -0.031 2.821 5.263
H: 2.826 2.467 2.743
H: 2.600 0.724 3.053
H: 2.142 1.921 4.318
H: 0.945 4.122 3.053
H: -0.348 4.132 1.851
H: 1.319 4.037 1.329


Entry 5:
A molecular structure, C7H16InNO5 in a non-equilibrium geometry, computed with ωB97M-V/def2-TZVPD.

The orbital gap comes out at 3.690 eV. The net charge is +2. The multiplicity is 1. The calculation puts the LUMO energy at -0.4368 hartree. The calculation puts the relative energy (zero: lowest compared OMol25 entry of this formula, charge and spin) at 72.08 kcal/mol.

Cartesian coordinates (Å):
In: 0.400 0.644 -0.506
O: -0.664 5.533 0.581
C: -0.956 4.259 0.578
O: -0.135 3.415 0.106
O: -2.018 3.842 1.063
H: 0.212 5.600 0.144
C: -0.484 -1.749 -3.509
O: -0.776 -1.356 -2.158
C: -1.196 -2.363 -1.300
C: -1.824 -1.510 -0.232
N: -0.776 -0.660 0.405
C: 0.150 -1.348 1.293
C: 1.061 -0.360 1.996
O: 1.596 0.513 0.990
C: 2.859 1.059 1.487
H: 0.068 -2.689 -3.556
H: 0.061 -0.972 -4.036
H: -1.424 -1.893 -4.044
H: -0.289 -2.916 -1.047
H: -1.965 -3.044 -1.668
H: -2.449 -2.022 0.506
H: -2.563 -0.867 -0.716
H: -1.310 -0.024 1.005
H: 0.852 -1.893 0.654
H: -0.302 -2.076 1.969
H: 1.874 -0.975 2.391
H: 0.570 0.123 2.847
H: 3.186 1.894 0.867
H: 3.624 0.290 1.460
H: 2.617 1.546 2.430


Entry 6:
A molecular structure, C3H4N3S in a non-equilibrium geometry, computed with ωB97M-V/def2-TZVPD.

The orbital gap comes out at 8.358 eV. The net charge is +1. The multiplicity is 1. The calculation puts the LUMO energy at -0.2067 hartree. The calculation puts the relative energy (zero: lowest compared OMol25 entry of this formula, charge and spin) at 109.66 kcal/mol.

Cartesian coordinates (Å):
C: -1.104 -0.298 0.244
C: -0.022 0.752 0.147
C: 0.621 -0.620 -0.893
N: -0.130 1.079 -1.118
N: -0.410 -1.268 -0.249
N: 1.000 0.806 1.129
S: 1.964 -0.362 0.269
H: -2.142 -0.251 0.370
H: 0.520 1.724 -1.554
H: -0.850 -2.190 -0.358
H: 0.553 0.629 2.013